{
  "formula": "C4H20NO8S",
  "method": "ωB97M-V/def2-TZVPD",
  "elements": ["C", "H", "H", "H", "H", "H", "O", "H", "C", "H", "H", "H", "H", "N", "H", "S", "H", "H", "O", "H", "C", "O", "H", "C", "H", "O", "O", "O", "O", "O", "H", "H", "H", "H"],
  "coordinates": [[2.317, 1.120, 0.202], [-2.200, 2.103, -0.372], [-0.010, 0.168, 0.364], [0.935, -2.848, -1.699], [0.652, 2.116, 0.757], [-0.700, -1.477, -3.161], [-0.686, 2.222, 0.569], [1.503, -0.056, -3.481], [0.284, 0.031, 2.485], [-1.280, -1.817, -1.729], [0.085, 0.458, -3.120], [0.865, -2.613, 1.384], [0.704, -0.690, 3.182], [2.033, -0.235, 0.709], [-0.313, 1.901, -1.190], [-1.499, -0.100, 2.847], [1.910, -1.783, -1.248], [1.957, 1.059, -0.843], [-3.056, 1.738, -0.698], [-1.354, 1.765, -2.337], [0.612, -0.379, 1.037], [1.862, -2.718, -1.479], [2.545, -0.437, 1.562], [0.288, -1.846, 0.828], [0.601, 1.066, 2.537], [-0.422, 1.640, -2.132], [-0.577, -2.154, 0.040], [0.575, -0.196, -3.647], [1.714, 2.165, 0.929], [-1.308, -2.064, -2.676], [3.384, 1.381, 0.269], [-3.208, 0.908, -0.257], [-1.838, 0.856, 1.975], [-0.951, 3.056, 0.956]],
  "atomic_forces_ev_per_a": [[-0.21, 0.74, 0.55], [-0.15, -0.67, 0.51], [-0.27, 0.37, -0.49], [-0.21, -0.04, -0.17], [0.64, 0.72, 0.21], [0.01, -0.12, 0.41], [-0.77, -0.14, -0.40], [0.31, 0.09, 0.17], [-0.79, -0.16, -0.89], [0.15, -0.03, -0.78], [0.36, 0.41, 0.39], [-0.02, 0.10, -0.02], [0.61, 0.33, 0.21], [0.16, 0.31, 0.25], [-0.37, 0.08, 0.05], [0.04, 0.00, 0.09], [0.13, 0.07, 0.15], [0.24, 0.46, 0.17], [-0.24, 0.88, -0.69], [-0.18, -0.01, 0.33], [0.54, -1.53, 0.93], [0.26, -0.08, -0.10], [0.26, 0.20, -0.08], [-0.88, 0.71, -0.67], [0.25, -0.11, 0.77], [0.11, 0.36, -0.11], [0.20, -0.62, 0.53], [-0.29, -0.71, -0.82], [-0.04, -0.87, -0.55], [-0.12, -0.05, 0.30], [-0.08, -0.81, -0.44], [0.26, -0.36, 0.27], [-0.04, 0.18, -0.16], [0.13, 0.29, 0.05]],
  "total_charge": -1,
  "relative_energy_kj_mol": 173.7,
  "e_tot_ha": -1219.33482,
  "orbital_gap_ha": 0.324,
  "fmax_ev_per_a": 1.867,
  "homo_ev": -5.884
}